Entry from the Open Molecules 2025 dataset: a 17-piece molecular cluster, C19H72N10O17 overall (the ωB97M-V functional and the def2-TZVPD basis).

XYZ file:
```
118
C19H72N10O17 | the Open Molecules 2025 dataset | the ωB97M-V functional and the def2-TZVPD basis
C 1.1075 -4.0848 1.3536
C 1.7445 -4.1728 -0.0274
O 2.9515 -3.4988 0.2656
H 1.0335 -2.9918 1.6066
H 1.7015 -4.6468 2.1176
H 0.1565 -4.5918 1.3226
H 1.0285 -3.8158 -0.7764
H 1.9865 -5.1788 -0.2514
H 3.5295 -3.5958 -0.5264
C 0.5535 0.1502 0.8626
C -0.3855 -0.7718 0.1546
O -0.8585 0.1162 -0.8424
H 1.1045 -0.3188 1.7716
H 0.0015 0.9272 1.4506
H 1.2945 0.5482 0.1236
H -1.1915 -1.0748 0.8516
H 0.0575 -1.6368 -0.2694
H -0.5095 -0.1058 -1.7224
C 3.0135 -2.0958 -2.5434
O 2.0225 -1.3978 -1.9974
N 3.0295 -3.4008 -2.8044
N 4.1885 -1.5838 -2.6754
H 2.0575 -3.8268 -2.8374
H 3.8495 -4.0058 -2.7894
H 4.3585 -0.5198 -2.6714
H 4.9595 -2.1468 -3.0924
C -0.1695 5.0812 1.3986
O -1.1585 5.7582 2.0516
N 0.5885 5.6202 0.5186
N 0.0105 3.8162 1.6626
H 0.4175 6.6712 0.4376
H 1.0265 5.0662 -0.2274
H -0.5305 3.4342 2.5116
H 0.8165 3.3462 1.3326
C -2.3365 -4.3528 -1.1174
O -1.9725 -3.6248 0.0156
N -1.6415 -5.2588 -1.6964
N -3.4655 -4.2188 -1.6484
H -0.9505 -5.8188 -1.2364
H -1.9435 -5.7158 -2.5494
H -4.0155 -3.4888 -1.1994
H -3.7455 -4.6038 -2.5624
C -2.0565 1.7152 3.6506
O -1.8625 1.3522 4.9406
N -1.9805 2.9342 3.3386
N -2.2415 0.9332 2.6596
H -1.9865 3.6452 4.1326
H -2.3895 3.3302 2.4396
H -2.0545 -0.0638 2.8806
H -2.2245 1.3032 1.7116
C -3.1035 2.7372 0.2336
O -3.6315 3.7542 1.0916
N -1.9415 2.1832 0.4076
N -3.7355 2.2932 -0.7874
H -1.2445 2.7172 1.0216
H -1.5235 1.4062 -0.1204
H -4.7035 2.6382 -0.9744
H -3.4645 1.5862 -1.4144
C 2.9265 -2.2958 3.6566
O 3.8765 -2.7318 2.6756
H 3.5965 -2.0268 4.4486
H 2.3365 -3.1178 3.9386
H 2.3125 -1.4258 3.2416
H 3.3875 -2.9698 1.9216
C 1.9945 1.2502 -3.7464
O 2.1085 1.3552 -2.3874
H 1.0615 1.7312 -4.0894
H 1.9245 0.2832 -4.1654
H 2.8135 1.6392 -4.3214
H 1.7445 0.4892 -2.0754
C -0.7935 -1.3738 -3.8814
O -0.6975 -0.0528 -3.5274
H -1.3695 -1.4138 -4.7724
H -1.4185 -1.8118 -3.1054
H 0.1575 -1.7988 -4.0754
H -0.5705 0.4612 -4.3424
C -0.7635 3.2932 -2.2624
O -2.0215 3.9292 -2.2404
H -0.2405 3.7382 -3.0494
H -0.8465 2.2502 -2.5484
H -0.3825 3.5292 -1.2304
H -2.6275 3.4002 -1.6364
C 4.0835 0.0912 1.5266
O 3.7865 -0.3188 0.2206
H 4.7275 0.9542 1.5086
H 4.8205 -0.6038 1.9866
H 3.2525 0.1422 2.1876
H 3.1425 -1.0778 0.3126
C -4.4325 -1.1268 -0.3224
O -5.3335 -2.1948 -0.6604
H -4.5495 -0.1978 -0.8344
H -3.4395 -1.3298 -0.6994
H -4.3835 -0.9318 0.6786
H -6.1935 -1.8268 -0.7004
C 1.2705 1.4522 4.0866
O 1.9815 2.1632 3.0306
H 0.4355 0.9522 3.5646
H 0.7045 2.2332 4.6946
H 1.9155 0.7442 4.5896
H 2.8725 2.4302 3.4146
C -0.6785 -2.0978 3.9946
O -1.7285 -1.5748 3.1596
H 0.0485 -1.3788 4.2626
H -0.1055 -2.7628 3.3656
H -0.9365 -2.7238 4.8406
H -2.2175 -2.3118 2.8106
C -3.5665 1.2702 -3.8554
O -3.2255 0.4262 -2.7864
H -2.5835 1.6202 -4.2104
H -4.2205 2.0842 -3.6314
H -4.0905 0.7432 -4.6974
H -2.3175 0.1952 -2.8894
C 3.3305 3.3822 0.2486
O 2.3945 3.7652 -0.6884
H 3.0395 2.5722 0.8906
H 3.5355 4.3302 0.7696
H 4.2475 3.1082 -0.2684
H 2.3295 3.0112 -1.2874
```

The HOMO energy comes out at -7.71 eV. The LUMO energy is -0.63 eV. As for the gap between HOMO and LUMO: 7.1 eV.

Mulliken population analysis, charges in e, atoms 1 to 5: atom 1 (C): -0.871, atom 2 (C): 0.336, atom 3 (O): -0.488, atom 4 (H): -0.451, atom 5 (H): 0.442



Entry from the Open Molecules 2025 dataset: a 3-piece molecular cluster, C5H12S overall (the ωB97M-V functional and the def2-TZVPD basis).

XYZ file:
```
18
C5H12S | the Open Molecules 2025 dataset | the ωB97M-V functional and the def2-TZVPD basis
C -0.0835 -0.0082 -2.3946
C 0.7088 0.0434 0.2878
C 1.5953 -3.2012 1.9553
C -2.6981 4.1340 -1.5686
C 2.2123 -3.9093 2.9429
S -0.1564 0.7912 -0.9137
H -0.3341 0.5854 -3.2439
H 0.6397 -0.8073 -2.4499
H 0.5797 0.4232 1.2809
H 1.2211 -0.8546 0.0371
H -2.5960 5.1384 -1.0229
H 0.5070 -3.1311 1.9280
H 2.1576 -2.4261 1.4462
H -3.6452 4.2211 -2.2017
H -1.8755 4.0180 -2.1982
H -2.8767 3.2822 -0.8488
H 1.4695 -4.4184 3.5393
H 3.1743 -3.8806 3.4248
```

The HOMO energy (alpha / beta) comes out at -7.79 / -7.78 eV. The LUMO energy (alpha / beta) is 0.11 / 0.11 eV. As for the gap between HOMO and LUMO (alpha / beta): 7.9 / 7.9 eV.

Mulliken population analysis, charges in e, atoms 1 to 5: atom 1 (C): -0.680, atom 2 (C): -0.481, atom 3 (C): -0.413, atom 4 (C): -0.864, atom 5 (C): -0.473



Entry from the Open Molecules 2025 dataset: C12H30N2O4Tl as an isolated structure (the ωB97M-V functional and the def2-TZVPD basis).

XYZ file:
```
49
C12H30N2O4Tl | the Open Molecules 2025 dataset | the ωB97M-V functional and the def2-TZVPD basis
Tl 0.7451 0.2105 0.3111
C 3.4300 0.5745 -2.3103
O 2.0017 0.7574 -2.2153
C 1.5502 1.7566 -3.0977
C 0.1043 2.0393 -2.7702
N -0.0562 2.4244 -1.3882
C -1.4364 2.6802 -1.0282
C -1.5576 3.1755 0.3945
O -1.1672 2.1321 1.2587
C -1.3157 2.5251 2.6338
H 3.9585 1.3956 -1.8268
H 3.7530 0.5100 -3.3516
H 3.6548 -0.3927 -1.8647
H 1.6475 1.4241 -4.1357
H 2.1737 2.6559 -3.0089
H -0.4799 1.1494 -3.0139
H -0.2526 2.8442 -3.4297
H 0.5609 3.1743 -1.0725
H -2.0923 1.8275 -1.2166
H -1.8458 3.4695 -1.6824
H -2.6125 3.4122 0.5799
H -1.0071 4.1066 0.5763
H -0.6104 3.3229 2.8801
H -1.0729 1.6868 3.2805
H -2.3300 2.8710 2.8373
C 1.3380 -2.3764 -2.2311
O 1.3324 -2.2549 -0.7976
C 0.9112 -3.4610 -0.1898
C 1.3233 -3.3967 1.2581
N 0.7218 -2.2522 1.9623
C -0.6369 -2.5351 2.3389
C -1.3701 -1.3546 2.9697
O -1.5959 -0.3754 2.0054
C -2.9732 -0.0779 1.7401
H 2.1710 -2.9970 -2.5620
H 1.4721 -1.3827 -2.6541
H 0.3882 -2.7539 -2.6159
H 1.3692 -4.3163 -0.6947
H -0.1626 -3.5921 -0.3754
H 2.4079 -3.2790 1.2496
H 1.1206 -4.3451 1.7653
H 1.3011 -2.0465 2.7794
H -0.6660 -3.3582 3.0764
H -1.1929 -2.9691 1.5055
H -0.7253 -0.9547 3.7628
H -2.3025 -1.7087 3.4103
H -3.0293 0.5650 0.8684
H -3.4103 0.4753 2.5746
H -3.5348 -0.9858 1.5140
```

The HOMO energy comes out at -19.66 eV. The LUMO energy is -15.51 eV. The total charge is +3. As for the gap between HOMO and LUMO: 4.2 eV.

Mulliken population analysis, charges in e, atoms 1 to 5: atom 1 (Tl): 1.325, atom 2 (C): -0.861, atom 3 (O): -0.120, atom 4 (C): -0.690, atom 5 (C): -0.692



Entry from the Open Molecules 2025 dataset: an isolated ion of composition C4H11NOP and charge +1 (the ωB97M-V functional and the def2-TZVPD basis).

XYZ file:
```
18
C4H11NOP | the Open Molecules 2025 dataset | the ωB97M-V functional and the def2-TZVPD basis
C -0.5433 -1.8767 1.0313
C -2.0098 1.5609 -1.2484
C 1.8501 0.3011 -0.4644
C -0.3200 -0.6556 0.3718
N 0.8398 0.2021 0.7085
O -2.8705 -1.0290 -0.3518
P -1.8138 -0.0445 -0.3536
H -1.6180 -2.2544 1.0235
H -0.2753 -1.8524 2.0691
H -0.0763 -2.7572 0.6612
H -3.0303 1.6461 -1.4366
H -1.5085 1.3558 -2.3350
H -1.5859 2.4228 -0.7764
H 1.6608 1.1711 -0.9946
H 2.8576 0.4355 -0.0351
H 1.5000 -0.5822 -1.1482
H 1.2838 -0.2075 1.5955
H 0.6989 1.2251 0.8990
```

The HOMO energy comes out at -12.69 eV. The LUMO energy is -4.08 eV. The total charge is +1. As for the gap between HOMO and LUMO: 8.6 eV.

Mulliken population analysis, charges in e, atoms 1 to 5: atom 1 (C): -1.447, atom 2 (C): -0.898, atom 3 (C): -0.746, atom 4 (C): 0.279, atom 5 (N): -0.146



no.,M (Da)
1,712.84
2,104.22
3,470.76
4,120.11